# 1
{"formula": "C6H10FNO2", "method": "wB97M-V/def2-TZVPD", "symbols": ["C", "C", "C", "C", "F", "C", "N", "C", "O", "O", "H", "H", "H", "H", "H", "H", "H", "H", "H", "H"], "positions_angstrom": [[2.586, -1.422, 0.145], [2.228, 0.089, 0.456], [1.023, 0.467, -0.291], [-0.156, 0.768, 0.189], [-0.388, 1.026, 1.502], [-1.370, 0.469, -0.601], [-2.367, 1.529, -0.702], [-1.890, -0.670, 0.280], [-1.245, -1.650, 0.527], [-3.247, -0.617, 0.553], [1.628, -1.874, 0.160], [3.288, -1.957, 0.792], [2.979, -1.471, -0.854], [3.233, 0.700, 0.387], [1.932, 0.063, 1.471], [0.926, 0.250, -1.376], [-0.968, 0.061, -1.615], [-2.633, 1.838, 0.180], [-1.946, 2.313, -1.190], [-3.613, 0.089, -0.014]], "nbo_charge": [-0.5957, -0.4394, -0.2334, 0.3738, -0.3398, -0.2265, -0.8435, 0.7777, -0.5488, -0.6802, 0.2186, 0.2156, 0.1942, 0.2152, 0.2173, 0.2010, 0.2488, 0.3686, 0.3802, 0.4964], "e_tot_ha": -539.68228, "charge": 0, "de_lowest_kcal_mol": 27.4, "homo_lumo_gap_ev": 10.25, "smiles": "CC/C=C(\\F)[C@H](N)C(=O)O"}

***

# 2
{"formula": "C2N5", "method": "wB97M-V/def2-TZVPD", "symbols": ["C", "C", "N", "N", "N", "N", "N"], "positions_angstrom": [[2.133, -0.718, 0.431], [1.053, -0.165, 0.075], [3.798, 0.751, -0.134], [-3.498, 0.062, 0.157], [-0.154, -0.230, -0.003], [-2.409, -0.018, -0.003], [-1.278, 0.142, -0.429]], "nbo_charge": [0.2666, 0.0462, 0.1934, 0.2753, 0.0399, 0.2422, -0.0636], "e_tot_ha": -349.14062, "charge": 1, "de_lowest_kcal_mol": 158.6, "homo_lumo_gap_ev": [6.64, 6.57]}

***

# 3
{"formula": "C2H10NSi", "method": "wB97M-V/def2-TZVPD", "symbols": ["C", "C", "N", "Si", "H", "H", "H", "H", "H", "H", "H", "H", "H", "H"], "positions_angstrom": [[0.733, 0.739, -1.136], [-0.098, 0.252, -0.058], [-1.324, -0.490, -0.600], [0.666, -0.498, 1.684], [0.883, -0.185, -1.862], [0.366, 1.503, -1.760], [1.791, 1.049, -0.851], [-0.856, 1.398, 0.459], [-1.362, -0.150, -1.473], [-1.979, -0.280, 0.106], [-1.011, -1.462, -0.720], [-0.112, 0.073, 2.782], [2.198, -0.131, 1.628], [0.420, -1.851, 1.524]], "nbo_charge": [-0.6982, -0.3647, -0.6857, 0.8714, 0.2123, 0.2430, 0.2813, 0.1943, 0.4282, 0.4605, 0.4360, -0.1158, -0.0857, -0.1768], "e_tot_ha": -426.07666, "charge": 1, "de_lowest_kcal_mol": 98.5, "homo_lumo_gap_ev": 11.36}

***

# 4
{"formula": "C33H43HfI2N8OS2Si", "method": "wB97M-V/def2-TZVPD", "symbols": ["Hf", "C", "C", "N", "C", "S", "N", "N", "C", "C", "C", "C", "C", "C", "C", "N", "H", "H", "H", "H", "H", "H", "H", "H", "H", "H", "H", "H", "H", "I", "C", "C", "C", "I", "C", "C", "C", "C", "N", "C", "C", "O", "H", "H", "H", "H", "C", "Si", "C", "C", "C", "C", "C", "C", "N", "C", "S", "H", "H", "H", "H", "H", "H", "H", "H", "H", "H", "H", "H", "C", "C", "N", "C", "C", "C", "C", "N", "H", "H", "H", "H", "H", "H", "H", "H", "H", "H", "H", "H", "H", "H"], "positions_angstrom": [[-0.413, 0.605, 0.743], [-6.149, 1.669, -1.009], [-5.915, 1.876, 0.525], [-4.960, 0.928, 1.109], [-3.636, 1.120, 1.038], [-2.636, -0.177, 1.592], [-3.235, 2.281, 0.665], [-1.884, 2.363, 0.486], [-1.417, 3.524, 0.178], [-2.329, 4.699, 0.132], [0.011, 3.693, -0.168], [0.475, 4.931, -0.638], [1.862, 5.151, -0.818], [2.721, 4.042, -0.673], [2.149, 2.871, -0.206], [0.839, 2.647, 0.017], [-6.951, 2.279, -1.424], [-5.229, 1.925, -1.544], [-6.468, 0.594, -1.144], [-5.603, 2.890, 0.763], [-6.824, 1.750, 1.078], [-5.270, -0.008, 1.307], [-3.029, 4.625, -0.677], [-2.952, 4.694, 1.033], [-1.836, 5.677, 0.094], [-0.252, 5.677, -0.955], [2.218, 6.120, -1.125], [3.791, 4.028, -0.848], [2.790, 1.977, -0.006], [-0.033, 2.885, 5.480], [1.434, 1.901, 4.381], [2.758, 1.789, 4.909], [3.776, 1.185, 4.198], [5.700, 1.089, 5.102], [3.491, 0.454, 3.011], [4.448, -0.189, 2.219], [4.143, -0.725, 1.008], [2.820, -0.508, 0.604], [1.885, 0.153, 1.289], [2.213, 0.611, 2.452], [1.165, 1.393, 3.139], [-0.025, 1.531, 2.541], [3.019, 2.308, 5.808], [5.463, -0.337, 2.510], [4.702, -1.537, 0.491], [2.503, -0.860, -0.306], [3.161, -4.225, 0.040], [1.471, -4.783, 0.724], [1.719, -6.336, 1.827], [0.329, -5.178, -0.647], [0.701, -3.451, 1.867], [0.828, -3.490, 3.273], [0.354, -2.467, 4.096], [-0.096, -1.345, 3.480], [-0.169, -1.232, 2.148], [0.117, -2.278, 1.410], [-0.050, -1.785, -0.345], [3.143, -3.977, -1.003], [3.888, -5.016, 0.204], [3.647, -3.381, 0.527], [2.025, -7.216, 1.273], [0.763, -6.548, 2.243], [2.330, -6.086, 2.695], [0.473, -6.194, -1.013], [0.540, -4.434, -1.401], [-0.676, -5.039, -0.344], [1.187, -4.377, 3.724], [0.369, -2.593, 5.176], [-0.521, -0.476, 4.018], [-2.000, -1.542, -4.872], [-1.493, -0.074, -4.953], [-0.594, 0.417, -3.931], [0.882, 0.349, -4.220], [1.660, -0.881, -3.711], [-1.015, 0.623, -2.683], [-2.501, 0.552, -2.315], [-0.253, 0.894, -1.653], [-1.252, -2.192, -4.411], [-2.100, -1.974, -5.858], [-2.935, -1.522, -4.362], [-2.257, 0.650, -4.921], [-1.067, 0.124, -5.934], [1.300, 1.289, -3.791], [0.970, 0.514, -5.311], [1.613, -0.944, -2.608], [2.740, -0.750, -3.932], [1.310, -1.769, -4.266], [-2.940, 1.522, -2.189], [-2.616, 0.017, -1.421], [-3.030, 0.018, -3.096], [0.718, 0.992, -1.891]], "lowdin_charge": [1.3244, -0.0666, -0.2204, -0.0069, -0.8070, 0.7185, 0.0180, -0.0792, -0.2488, -0.0175, -0.2043, 0.0168, -0.0034, -0.0267, -0.1079, 0.0207, 0.0664, 0.0455, 0.0896, 0.1039, 0.1030, 0.1189, 0.0874, 0.0957, 0.0756, 0.1098, 0.1121, 0.1148, 0.1154, 0.9499, -0.6535, -0.1953, -0.6224, 0.9036, -0.1919, -0.0302, -0.0178, -0.1310, -0.0026, -0.1970, -0.4013, -0.3015, 0.0725, 0.0735, 0.1269, 0.0419, -0.1487, 0.5611, -0.1689, -0.1944, -0.2060, -0.0361, -0.0290, -0.1327, -0.2018, -0.6644, 0.5852, 0.0210, 0.0312, -0.0068, 0.0332, 0.0162, 0.0262, 0.0460, -0.0034, 0.0225, 0.0863, 0.1205, 0.1283, -0.0318, -0.2020, -0.0647, -0.1732, -0.0646, -0.3857, 0.0180, -0.0157, 0.0788, 0.0742, 0.0532, 0.1016, 0.1187, 0.1180, 0.1228, 0.0251, 0.0865, 0.0817, 0.0767, 0.0337, 0.0615, 0.0301], "e_tot_ha": -3525.90077, "charge": 1, "de_lowest_kcal_mol": 29.2, "homo_lumo_gap_ev": 7.03}

***

# 5
{"formula": "C44H49Br2MnN5OP2", "method": "wB97M-V/def2-TZVPD", "symbols": ["Mn", "C", "C", "C", "P", "C", "C", "C", "C", "C", "C", "C", "C", "C", "N", "C", "C", "C", "C", "C", "C", "P", "C", "C", "C", "C", "C", "C", "H", "H", "H", "H", "H", "H", "H", "H", "H", "H", "H", "H", "H", "H", "H", "H", "H", "H", "H", "H", "H", "H", "H", "H", "H", "H", "H", "H", "H", "H", "H", "H", "H", "H", "H", "H", "Br", "C", "C", "C", "Br", "C", "C", "C", "C", "N", "C", "C", "O", "H", "H", "H", "H", "C", "C", "N", "C", "C", "C", "C", "C", "C", "C", "C", "N", "C", "N", "H", "H", "H", "H", "H", "H", "H", "H", "H"], "positions_angstrom": [[-0.606, 0.586, 0.319], [-2.338, 0.052, -4.018], [-0.844, -0.107, -3.560], [-0.633, -1.591, -3.203], [-0.362, 1.004, -2.133], [-0.797, 2.725, -2.768], [-2.249, 3.048, -2.500], [0.156, 3.765, -2.166], [1.428, 1.040, -2.130], [2.145, 1.429, -3.262], [3.435, 1.932, -3.107], [3.983, 2.003, -1.822], [3.313, 1.472, -0.713], [2.043, 0.950, -0.848], [1.312, 0.335, 0.186], [2.012, -0.279, 1.223], [3.340, -0.772, 1.134], [4.007, -1.332, 2.184], [3.354, -1.588, 3.410], [2.039, -1.197, 3.523], [1.366, -0.536, 2.478], [-0.351, -0.058, 2.647], [-0.198, 1.238, 3.938], [0.877, 2.338, 3.647], [-1.581, 1.843, 4.258], [-1.242, -1.435, 3.547], [-2.762, -1.381, 3.319], [-0.749, -2.847, 3.225], [-2.479, -0.635, -4.857], [-2.679, 1.030, -4.348], [-2.959, -0.306, -3.171], [-0.194, 0.190, -4.365], [-1.377, -1.913, -2.445], [0.329, -1.875, -2.825], [-0.783, -2.237, -4.070], [-0.637, 2.648, -3.866], [-2.355, 3.474, -1.516], [-2.909, 2.175, -2.530], [-2.712, 3.833, -3.166], [-0.038, 3.854, -1.072], [-0.122, 4.752, -2.567], [1.198, 3.562, -2.393], [1.663, 1.469, -4.246], [4.053, 2.237, -3.958], [5.000, 2.379, -1.682], [3.775, 1.636, 0.251], [3.866, -0.693, 0.193], [5.039, -1.634, 2.066], [3.823, -2.082, 4.253], [1.562, -1.331, 4.499], [0.145, 0.613, 4.761], [0.622, 2.880, 2.731], [1.872, 1.926, 3.525], [0.922, 3.006, 4.476], [-1.968, 2.380, 3.371], [-1.548, 2.519, 5.094], [-2.337, 1.063, 4.477], [-1.072, -1.250, 4.612], [-3.007, -1.753, 2.340], [-3.241, -0.413, 3.430], [-3.241, -1.989, 4.114], [-1.115, -3.140, 2.222], [-1.121, -3.478, 4.035], [0.324, -2.919, 3.137], [-0.873, 5.554, 1.226], [-2.307, 4.318, 1.182], [-3.629, 4.705, 1.256], [-4.667, 3.784, 1.102], [-6.495, 4.324, 1.239], [-4.399, 2.421, 0.801], [-5.373, 1.450, 0.494], [-4.943, 0.173, 0.152], [-3.598, -0.091, 0.030], [-2.663, 0.839, 0.306], [-2.998, 2.085, 0.687], [-1.938, 2.990, 0.927], [-0.703, 2.618, 0.791], [-3.886, 5.745, 1.411], [-6.427, 1.660, 0.569], [-5.633, -0.613, -0.151], [-3.240, -1.061, -0.305], [-1.218, -4.568, -0.281], [-1.508, -3.217, -0.131], [-0.600, -2.252, -0.171], [0.674, -2.621, -0.269], [1.084, -3.950, -0.281], [0.118, -4.938, -0.273], [2.504, -4.328, -0.077], [3.630, -3.889, -0.679], [3.802, -2.988, -1.817], [5.071, -2.552, -2.162], [5.208, -1.670, -3.213], [4.171, -1.229, -3.900], [2.971, -1.704, -3.503], [2.721, -2.552, -2.497], [-2.005, -5.322, -0.304], [-2.551, -2.899, -0.011], [1.381, -1.826, -0.378], [0.402, -5.977, -0.151], [2.638, -5.093, 0.680], [4.582, -4.303, -0.333], [5.961, -2.932, -1.663], [6.214, -1.327, -3.543], [2.126, -1.381, -4.074]], "lowdin_spin": [3.9169, 0.0000, -0.0054, -0.0004, -0.0374, -0.0082, -0.0003, -0.0005, -0.0033, -0.0012, 0.0015, 0.0007, 0.0011, 0.0033, -0.0136, 0.0016, 0.0040, -0.0011, 0.0087, -0.0010, 0.0097, -0.0275, -0.0047, -0.0001, -0.0003, -0.0039, -0.0003, -0.0005, 0.0001, 0.0000, 0.0000, -0.0016, -0.0002, 0.0000, 0.0000, -0.0018, -0.0001, -0.0001, 0.0001, -0.0002, 0.0000, 0.0000, -0.0001, 0.0000, -0.0001, 0.0001, 0.0003, -0.0004, 0.0005, -0.0003, -0.0016, -0.0002, 0.0001, 0.0000, -0.0002, 0.0001, 0.0000, -0.0012, 0.0002, 0.0000, 0.0001, -0.0001, -0.0002, 0.0000, 0.0037, 0.0131, -0.0044, 0.0123, 0.0018, -0.0018, 0.0183, -0.0028, 0.0176, -0.0223, 0.0017, -0.0006, 0.0909, -0.0004, 0.0011, -0.0006, 0.0014, 0.0011, 0.0020, 0.0337, 0.0020, 0.0006, -0.0005, 0.0002, 0.0001, 0.0000, 0.0000, 0.0000, 0.0000, 0.0000, 0.0000, 0.0002, 0.0000, 0.0003, 0.0000, 0.0000, 0.0000, 0.0000, 0.0000, 0.0000], "s_squared": 6.11, "multiplicity": 5, "e_tot_ha": -9036.68800, "charge": 1, "de_lowest_kcal_mol": 10.4, "homo_lumo_gap_ev": [5.99, 6.64]}

***

# 6
{"formula": "C32H39IN4O7Ru", "method": "wB97M-V/def2-TZVPD", "symbols": ["Ru", "C", "N", "C", "C", "O", "C", "O", "C", "C", "O", "N", "C", "C", "H", "H", "H", "H", "H", "H", "H", "H", "H", "H", "H", "H", "H", "H", "H", "H", "C", "C", "N", "C", "C", "C", "O", "C", "C", "N", "C", "C", "C", "C", "C", "C", "I", "C", "O", "H", "H", "H", "H", "H", "H", "H", "H", "H", "H", "H", "H", "C", "C", "C", "C", "C", "C", "C", "C", "C", "C", "O", "O", "H", "H", "H", "H", "H", "H", "H", "H", "H", "H", "H"], "positions_angstrom": [[0.528, -1.168, 0.635], [2.749, 1.720, 4.989], [1.725, 1.550, 3.969], [0.636, 2.527, 3.917], [1.668, 0.480, 3.177], [0.730, 0.292, 2.397], [2.790, -0.538, 3.316], [2.613, -1.617, 2.415], [3.740, -1.933, 1.629], [3.615, -1.211, 0.286], [2.714, -0.367, 0.159], [4.430, -1.545, -0.708], [5.599, -2.396, -0.570], [4.229, -0.954, -2.029], [2.623, 2.699, 5.441], [3.753, 1.674, 4.564], [2.668, 0.972, 5.781], [1.048, 3.531, 4.005], [-0.074, 2.353, 4.728], [0.114, 2.427, 2.971], [2.775, -0.931, 4.337], [3.748, -0.041, 3.147], [3.729, -3.015, 1.484], [4.669, -1.653, 2.131], [5.643, -2.872, 0.406], [6.506, -1.807, -0.709], [5.574, -3.177, -1.330], [3.236, -0.516, -2.082], [4.320, -1.736, -2.782], [4.974, -0.181, -2.224], [-1.263, -1.214, 4.818], [-2.234, -1.014, 3.695], [-3.382, -0.441, 3.931], [-4.306, -0.297, 2.967], [-4.106, -0.733, 1.678], [-5.222, -0.556, 0.664], [-6.115, 0.487, 0.983], [-2.867, -1.332, 1.365], [-2.611, -1.847, 0.052], [-1.443, -2.139, -0.403], [-1.235, -2.616, -1.703], [-2.113, -2.393, -2.769], [-1.835, -2.862, -4.040], [-0.677, -3.584, -4.287], [0.209, -3.832, -3.251], [-0.080, -3.336, -1.995], [1.293, -3.716, -0.420], [-1.878, -1.482, 2.378], [-0.731, -2.043, 2.183], [-1.486, -0.521, 5.626], [-0.239, -1.093, 4.468], [-1.358, -2.233, 5.203], [-5.236, 0.174, 3.252], [-5.834, -1.462, 0.646], [-4.807, -0.408, -0.339], [-5.642, 1.326, 0.976], [-3.489, -2.033, -0.567], [-3.016, -1.824, -2.598], [-2.528, -2.659, -4.845], [-0.459, -3.956, -5.278], [1.109, -4.406, -3.419], [-1.586, 4.929, -4.879], [-1.231, 3.884, -3.858], [0.086, 3.633, -3.509], [0.427, 2.647, -2.589], [1.874, 2.469, -2.211], [-0.593, 1.900, -1.998], [-1.940, 2.164, -2.302], [-3.061, 1.391, -1.655], [-2.233, 3.142, -3.237], [-0.259, 0.764, -1.080], [-0.743, 0.720, 0.085], [0.500, -0.160, -1.489], [-0.715, 5.512, -5.170], [-2.344, 5.608, -4.487], [-1.998, 4.458, -5.773], [0.879, 4.212, -3.969], [2.524, 2.752, -3.039], [2.094, 1.444, -1.921], [2.117, 3.117, -1.365], [-2.992, 1.449, -0.570], [-2.997, 0.336, -1.933], [-4.028, 1.776, -1.978], [-3.270, 3.334, -3.494]], "lowdin_spin": [3.9686, 0.0011, 0.0053, 0.0005, 0.0088, 0.0755, 0.0019, 0.0316, 0.0014, 0.0097, 0.0607, 0.0097, 0.0010, 0.0006, 0.0002, 0.0002, 0.0001, 0.0000, 0.0001, 0.0001, 0.0003, 0.0003, 0.0005, 0.0000, 0.0000, 0.0002, 0.0004, 0.0001, 0.0001, 0.0002, 0.0015, 0.0108, -0.0004, 0.0146, 0.0002, 0.0003, 0.0004, 0.0154, 0.0122, 0.1149, 0.0091, 0.0048, 0.0011, 0.0024, 0.0033, 0.0101, 0.1154, 0.0058, 0.1919, 0.0000, 0.0004, 0.0004, 0.0008, -0.0001, 0.0004, 0.0001, 0.0045, 0.0004, 0.0002, 0.0001, 0.0012, 0.0006, 0.0033, -0.0004, 0.0039, 0.0006, 0.0045, 0.0031, 0.0010, -0.0003, 0.0165, 0.1486, 0.1162, 0.0000, 0.0001, 0.0002, -0.0001, 0.0000, 0.0002, 0.0001, 0.0003, 0.0001, 0.0001, -0.0001], "s_squared": 8.76, "multiplicity": 6, "e_tot_ha": -2380.84748, "charge": 1, "de_lowest_kcal_mol": 28.0, "homo_lumo_gap_ev": [7.40, 5.90]}